C6H12N | ωB97M-V/def2-TZVPD

Values from the calculation:
E_LUMO (alpha / beta) = -10.45 / -11.28 eV
Molecular weight = 98.2 g mol⁻¹
2S+1 = 2
Gap between HOMO and LUMO (alpha / beta) = 7.85 / 7.03 eV
<S²> = 0.7559
Energy = -7882.51317 eV
HOMO (alpha / beta) = -18.3038 / -18.3031 eV
Charge = +2

Last column: natural (NBO) charge in e.
Geometry (Å):
N: -3.2028 0.3121 -0.3318  -0.104
C: 1.5328 -0.6402 -0.1770  -0.173
C: 2.0239 -1.6521 -0.9304  -0.023
C: 2.4074 0.2582 0.4942  0.295
C: 2.0191 1.6650 0.6344  -0.741
C: -4.2446 -0.0522 0.4408  0.060
C: 0.0463 -0.3953 -0.1780  -0.664
H: -4.1041 -0.9405 1.0699  0.304
H: -3.9872 -0.2021 -0.9965  0.429
H: 3.4569 0.0070 0.6619  0.248
H: 0.9374 1.7488 0.7454  0.243
H: -0.3836 -0.0571 0.7644  0.233
H: 2.4355 2.1653 1.5067  0.295
H: 2.3201 2.2576 -0.2380  0.326
H: -0.2787 0.3478 -0.9182  0.245
H: -0.4444 -1.3121 -0.4996  0.237
H: 1.4707 -2.1748 -1.7079  0.238
H: -5.0561 0.6894 0.5167  0.311
H: 3.0516 -2.0249 -0.8570  0.241

Atomic forces in eV per Å
-3.129 -1.320 1.085
-0.699 0.361 0.992
1.529 -0.630 0.023
0.298 0.167 -1.821
-0.897 -0.165 1.296
2.867 1.819 -0.027
-0.659 0.346 -0.946
-0.523 -0.256 -0.079
0.815 0.115 -1.026
-0.200 -0.263 0.062
0.035 0.112 -0.311
0.369 -0.237 0.207
0.498 -0.096 -0.011
0.226 -0.243 -0.177
0.372 0.053 0.041
-0.052 -0.112 0.264
-0.362 0.210 0.270
-0.343 -0.360 0.064
-0.146 0.499 0.094

=====

C6H12N2 | ωB97M-V/def2-TZVPD

Values from the calculation:
E_LUMO (alpha / beta) = 0.48 / 0.48 eV
Molecular weight = 112.2 g mol⁻¹
Gap between HOMO and LUMO (alpha / beta) = 8.16 / 8.16 eV
Energy = -9391.46798 eV
HOMO (alpha / beta) = -7.6785 / -7.6792 eV

Last column: natural (NBO) charge in e.
Geometry (Å):
N: 0.4069 0.6999 0.0650  -0.316
N: -1.2218 -0.0658 0.6239  -0.245
C: -1.3897 0.5691 1.9089  -0.449
C: 1.0811 1.3918 -1.7634  -0.446
C: 1.9624 -0.9736 -0.7826  -0.514
C: -0.0315 1.8511 -0.8018  -0.233
C: -0.8729 -1.4440 0.6342  -0.458
C: 1.2066 0.1670 -0.8154  0.184
H: -1.0624 1.7333 -0.8809  0.214
H: -1.8784 -1.9211 0.7273  0.217
H: -0.5425 -1.6998 -0.4010  0.224
H: 0.6892 1.0884 -2.6637  0.223
H: 0.1435 2.8048 -0.3371  0.181
H: -1.4824 1.6636 1.8662  0.214
H: -0.4424 0.4551 2.5866  0.183
H: -2.2189 -0.0089 2.4531  0.213
H: 1.8417 -1.5581 0.0808  0.188
H: 2.7871 -1.2554 -1.3486  0.209
H: -0.0525 -1.7495 1.2686  0.187
H: 1.9655 1.9523 -1.6872  0.223

Atomic forces in eV per Å
-5.745 1.615 4.260
3.418 1.969 -1.149
1.575 -1.229 2.232
-0.839 -1.432 2.066
-1.930 2.052 0.829
2.321 -0.695 1.964
-1.261 -0.524 -1.772
3.350 -2.135 -3.334
-1.708 -0.149 -1.553
0.968 -0.420 0.518
-0.282 0.088 0.652
-0.161 -0.233 -2.565
0.221 0.483 0.326
-0.707 -0.498 -0.340
-1.449 -0.169 -1.034
0.802 1.266 -0.771
-0.184 -0.818 1.053
0.909 -0.008 -1.560
-0.226 -0.188 0.854
0.927 1.026 -0.676

=====

C6H12N2 | ωB97M-V/def2-TZVPD

Values from the calculation:
E_LUMO (alpha / beta) = 0.86 / 0.21 eV
Molecular weight = 112.2 g mol⁻¹
Gap between HOMO and LUMO (alpha / beta) = 8.68 / 6.90 eV
Energy = -9390.49538 eV
HOMO (alpha / beta) = -7.8232 / -6.6928 eV

Last column: natural (NBO) charge in e.
Geometry (Å):
N: -1.0481 1.0978 1.0806  -0.860
N: -0.2462 -0.9804 -0.0716  -0.335
C: 1.7444 1.1314 -0.8844  -0.677
C: 1.6888 0.2101 0.2911  -0.092
C: -3.4819 -0.4813 -0.8719  -0.509
C: -0.7006 -0.0658 0.5190  0.506
C: 2.5486 -1.0119 0.2590  -0.664
C: -2.7505 -0.9788 0.1056  -0.212
H: -3.1373 0.3475 -1.4878  0.196
H: 2.3986 -1.5730 -0.6639  0.218
H: -3.0134 -1.8437 0.7091  0.175
H: 1.0391 1.9585 -0.7972  0.214
H: 1.6787 0.7091 1.2603  0.155
H: -4.4709 -0.8703 -1.1298  0.200
H: -0.4476 1.4351 1.8197  0.408
H: 2.7492 1.5707 -0.9832  0.209
H: 2.3470 -1.6728 1.1023  0.218
H: 3.6112 -0.7292 0.3108  0.202
H: 1.5395 0.5906 -1.8104  0.218
H: -2.0487 1.1565 1.2425  0.430

Atomic forces in eV per Å
-0.120 0.142 0.178
0.456 1.095 0.812
0.040 -0.060 0.015
1.249 0.210 -0.063
0.184 0.096 0.013
-1.525 -1.647 -1.162
0.084 0.089 0.012
-0.614 0.166 -0.007
-0.008 -0.010 0.058
-0.005 -0.015 0.014
0.180 0.074 0.063
-0.036 -0.018 -0.031
-0.183 -0.058 0.034
0.150 -0.046 0.072
-0.010 -0.012 -0.023
-0.054 -0.021 -0.003
-0.027 -0.019 -0.035
-0.030 -0.049 -0.027
-0.032 0.016 -0.002
0.302 0.067 0.081

=====

C6H12N2 | ωB97M-V/def2-TZVPD

Values from the calculation:
E_LUMO = 1.02 eV
Molecular weight = 112.2 g mol⁻¹
Gap between HOMO and LUMO = 9.86 eV
Energy = -9390.43285 eV
HOMO = -8.8361 eV

Last column: natural (NBO) charge in e.
Geometry (Å):
N: 1.7087 -0.3081 0.1305  -0.891
N: 0.2919 1.1289 -1.5538  -0.627
C: -0.4436 -0.0775 1.5664  -0.424
C: -0.7061 -1.4565 0.6269  -0.410
C: 0.2731 0.4397 0.3423  0.131
C: -0.5634 0.1043 -0.8468  -0.096
C: -0.5848 -1.3074 -0.9325  -0.430
C: 0.3716 1.8630 -0.2367  -0.268
H: -1.6882 -1.8783 0.9009  0.204
H: -0.1719 2.7174 -0.0312  0.202
H: -0.1482 1.6563 -2.3822  0.359
H: -1.4437 -1.7048 -1.2806  0.203
H: 0.1874 -1.8988 1.1573  0.235
H: 1.3430 2.3756 -0.0048  0.181
H: 0.2992 -1.7043 -1.5417  0.239
H: 2.2451 -0.4172 1.0815  0.359
H: -0.3210 -0.5894 2.8491  0.249
H: -1.5207 0.5394 -0.8970  0.193
H: -1.5151 0.4793 1.5684  0.209
H: 2.3866 0.0381 -0.5160  0.383

Atomic forces in eV per Å
-1.227 -0.203 3.881
-0.573 1.816 -2.118
-4.574 -2.132 0.102
0.865 -1.927 3.360
3.456 2.052 1.562
1.772 3.370 -1.566
3.084 -1.596 1.013
4.273 -0.860 -0.679
0.696 -0.323 0.064
-2.968 0.935 0.393
0.664 -1.054 1.866
-2.795 -1.221 -1.711
-1.334 -1.154 -1.341
0.090 -0.975 -0.659
-0.986 0.168 1.604
-1.731 0.525 -2.253
0.612 2.196 -4.277
-1.578 0.398 1.007
2.616 -0.948 0.371
-0.361 0.934 -0.616

=====

C6H12N2 | ωB97M-V/def2-TZVPD

Values from the calculation:
E_LUMO = 0.97 eV
SMILES = Cc1c[nH]cn1.CC
Molecular weight = 112.2 g mol⁻¹
Gap between HOMO and LUMO = 9.90 eV
Energy = -9394.30706 eV
HOMO = -8.9275 eV

Last column: natural (NBO) charge in e.
Geometry (Å):
N: 0.9288 -0.8237 0.3849  -0.467
N: 1.9139 -2.0294 -1.3360  -0.588
C: 0.4682 -2.1864 -1.4135  -0.094
C: 2.0755 -1.1522 -0.1653  0.202
C: -0.1261 -1.4903 -0.4138  0.102
C: -1.6289 -1.1112 -0.2499  -0.643
C: -1.0979 2.1929 0.8134  -0.593
C: 0.2707 2.1330 1.2808  -0.649
H: -0.0318 -2.5849 -2.2626  0.213
H: 1.0607 2.7503 0.8860  0.197
H: -2.3636 -1.6157 -0.9890  0.230
H: -1.3426 3.1979 0.7755  0.200
H: 0.7020 1.2148 0.8084  0.251
H: -1.7205 -1.1798 0.7719  0.228
H: -1.4433 1.8259 -0.1262  0.189
H: 2.5509 -1.8394 -2.0605  0.404
H: -1.7590 -0.0165 -0.6056  0.225
H: 0.1736 2.1955 2.2921  0.204
H: 3.0786 -1.0053 0.0910  0.193
H: -1.7090 1.5244 1.5184  0.195

Atomic forces in eV per Å
-0.056 -1.814 -1.227
-2.873 1.468 3.905
1.839 1.354 0.060
-3.458 -2.241 -2.662
1.367 1.253 -0.415
1.406 1.225 -4.033
-2.502 -1.317 0.471
2.789 -2.443 -3.652
0.037 -0.591 -0.438
-0.404 1.573 -0.090
1.370 0.016 1.817
-1.620 2.040 0.545
-0.346 0.015 1.855
-1.560 -0.199 2.233
0.751 -0.398 -1.146
0.453 -0.352 -1.322
0.478 -1.675 0.961
0.871 -0.245 2.927
1.046 0.823 0.882
0.412 1.507 -0.671

=====

C6H12N2 | ωB97M-V/def2-TZVPD

Values from the calculation:
E_LUMO = 0.96 eV
SMILES = [H]/N=C\CC.C=C=NC
Molecular weight = 112.2 g mol⁻¹
Gap between HOMO and LUMO = 9.63 eV
Energy = -9393.27266 eV
HOMO = -8.6672 eV

Last column: natural (NBO) charge in e.
Geometry (Å):
N: -0.6827 1.0635 1.0828  -0.613
N: 3.1369 1.0679 -0.1419  -0.426
C: 2.7541 0.0115 0.3343  0.425
C: 2.5566 1.6705 -1.2916  -0.432
C: 2.6890 -1.0785 1.0434  -0.641
C: -1.0526 0.3003 0.1679  0.131
C: -2.1283 -0.7344 0.4507  -0.470
C: -3.3798 -0.8869 -0.5213  -0.622
H: 2.3590 0.8928 -2.1464  0.176
H: 1.5843 2.1489 -1.0668  0.219
H: -2.4549 -0.5702 1.5132  0.201
H: -1.5862 -1.6670 0.2486  0.218
H: -1.0777 0.7614 1.9937  0.322
H: 2.0620 -1.1573 1.8781  0.230
H: 3.3593 2.2844 -1.6271  0.210
H: -3.0519 -0.1340 -1.2983  0.215
H: -4.1703 -0.4683 0.1690  0.222
H: -3.4505 -1.9621 -0.8532  0.224
H: -0.6340 0.5201 -0.8322  0.173
H: 3.1675 -2.0625 0.8972  0.239

Atomic forces in eV per Å
1.281 0.696 1.449
-0.687 -1.207 0.975
1.500 0.290 0.310
-0.920 -1.521 -2.028
0.192 -1.624 -0.211
-1.753 0.208 -0.336
0.437 -1.240 -0.760
1.699 1.731 1.312
0.259 1.223 1.488
0.770 0.183 -0.088
0.509 -0.653 -0.976
-0.003 -0.243 1.027
0.036 0.465 -0.620
-1.115 0.439 1.038
-0.174 1.215 -0.751
-1.380 -1.153 0.120
0.070 -0.806 -1.688
-0.424 1.538 0.234
-0.414 -0.549 0.201
0.118 1.004 -0.699

=====

C6H12N2 | ωB97M-V/def2-TZVPD

Values from the calculation:
E_LUMO = 0.95 eV
SMILES = Cc1c[nH]cn1.CC
Molecular weight = 112.2 g mol⁻¹
Gap between HOMO and LUMO = 9.58 eV
Energy = -9395.01334 eV
HOMO = -8.6263 eV

Last column: natural (NBO) charge in e.
Geometry (Å):
N: 0.7297 1.6176 -0.0169  -0.537
N: 0.6407 -0.2344 -1.2516  -0.471
C: -1.7253 -0.5369 -1.8809  -0.636
C: 1.4830 0.5361 -0.5873  0.162
C: 0.6020 -1.8273 2.4165  -0.615
C: -0.6105 0.3254 -1.3042  0.106
C: -0.6220 1.3971 -0.4061  -0.113
C: -0.3264 -0.7485 2.0781  -0.650
H: 0.0897 0.2923 2.1897  0.214
H: -1.4010 -1.0274 2.3444  0.213
H: 1.0062 -1.7977 3.4797  0.198
H: -2.0733 -0.2801 -2.8112  0.215
H: 0.0803 -2.8644 2.2978  0.203
H: -1.1705 -1.5413 -1.9810  0.243
H: -1.2259 2.1539 0.0837  0.222
H: -2.5291 -0.4371 -1.1586  0.220
H: 2.5331 0.5814 -0.5020  0.202
H: -0.3965 -0.5855 0.8942  0.220
H: 1.4901 -1.7871 1.7667  0.206
H: 1.0673 2.4064 0.3831  0.400

Atomic forces in eV per Å
-1.377 -5.505 -3.232
2.000 0.391 -0.779
2.624 -0.955 2.415
-3.978 2.336 0.512
1.078 -2.683 1.113
-0.150 0.301 2.026
2.377 1.059 -0.191
-1.825 1.863 -3.706
-0.905 -0.921 1.229
1.426 1.239 0.237
-0.667 0.029 -1.119
-0.675 0.932 -2.288
1.109 1.729 0.101
-1.590 1.165 0.424
-0.896 -0.520 -0.764
-0.316 -0.857 -0.054
0.889 -0.694 -0.009
-0.005 -1.256 2.362
-0.253 -0.274 0.167
1.135 2.622 1.556

=====

C6H12N2 | ωB97M-V/def2-TZVPD

Values from the calculation:
E_LUMO = 0.90 eV
SMILES = Cc1c[nH]cn1.CC
Molecular weight = 112.2 g mol⁻¹
Gap between HOMO and LUMO = 9.52 eV
Energy = -9396.70319 eV
HOMO = -8.6217 eV

Last column: natural (NBO) charge in e.
Geometry (Å):
N: 0.4221 0.3834 2.5400  -0.525
N: 0.0944 -1.5365 1.5214  -0.470
C: -1.0363 0.8750 -1.1318  -0.609
C: -0.2645 -0.7769 2.5157  0.170
C: 1.0937 -0.8416 0.8737  0.104
C: -1.8017 0.9609 -2.4679  -0.608
C: 1.7467 -1.4405 -0.3334  -0.635
C: 1.3113 0.3513 1.4881  -0.135
H: -1.2384 0.5638 -3.3036  0.203
H: 2.2463 -2.3524 -0.0281  0.224
H: -1.1901 -0.0955 -0.6732  0.214
H: -1.1131 -1.0082 3.1439  0.197
H: 0.4305 1.0867 3.2686  0.417
H: -2.7837 0.5002 -2.3593  0.201
H: 2.4100 -0.7339 -0.8280  0.212
H: 2.1367 1.0216 1.2960  0.219
H: -1.3757 1.6683 -0.4694  0.200
H: 0.9698 -1.7100 -1.0490  0.224
H: -2.0688 1.9977 -2.6882  0.198
H: 0.0108 1.0864 -1.3155  0.200

Atomic forces in eV per Å
0.548 0.918 0.506
0.161 0.027 -0.306
-0.357 0.476 -0.882
-0.741 -0.252 -0.047
-0.052 -0.398 -0.299
-0.498 0.645 0.748
-0.550 0.326 0.248
0.534 -0.554 -0.235
-0.111 -0.262 -0.111
0.336 -0.114 -0.189
0.292 -0.045 0.201
0.247 0.189 0.267
-0.243 -0.305 -0.247
0.125 -0.444 -0.253
0.229 -0.118 0.113
-0.430 0.341 0.269
-0.163 -0.148 0.263
-0.001 -0.074 -0.047
0.377 0.077 -0.161
0.298 -0.285 0.163

=====

C6H12N2 | ωB97M-V/def2-TZVPD

Values from the calculation:
E_LUMO (alpha / beta) = -0.16 / -0.58 eV
Molecular weight = 112.2 g mol⁻¹
Gap between HOMO and LUMO (alpha / beta) = 8.15 / 7.44 eV
Energy = -9391.51221 eV
HOMO (alpha / beta) = -8.3140 / -8.0205 eV

Last column: natural (NBO) charge in e.
Geometry (Å):
N: 2.4855 0.5204 -0.3099  -0.458
N: -0.6227 0.2665 0.6755  -0.459
C: -0.9107 0.2221 -1.8315  -0.616
C: -1.1315 -0.5789 1.7394  -0.411
C: -0.0467 -0.2275 -0.6586  0.074
C: 0.3757 1.2503 0.9608  -0.185
C: 0.3357 -1.5790 -0.6014  -0.313
C: 1.2331 0.9794 -0.4130  -0.083
H: 0.9762 1.0604 1.8564  0.182
H: 1.3518 -1.9137 -0.4486  0.179
H: -1.8016 0.0287 2.3546  0.202
H: -1.3808 1.1879 -1.6380  0.222
H: 1.1511 1.8714 -1.0428  0.188
H: -0.4086 -2.3649 -0.6001  0.187
H: 2.4612 -0.4301 0.0733  0.299
H: -1.7302 -1.3982 1.3366  0.206
H: -1.7032 -0.5037 -2.0262  0.209
H: -0.0002 2.2736 0.9172  0.194
H: -0.2932 0.3171 -2.7275  0.216
H: -0.3412 -0.9821 2.3839  0.168

Atomic forces in eV per Å
1.407 -0.588 0.179
-0.516 -0.214 -0.684
0.070 -0.226 0.018
0.071 0.338 -0.264
0.344 4.024 0.927
0.823 -0.382 -0.857
0.808 -1.907 -0.165
-3.316 -0.827 0.416
-0.027 0.118 0.050
0.072 0.053 0.001
0.061 -0.097 0.082
0.131 -0.058 0.144
-0.100 -0.320 -0.200
-0.105 0.066 -0.038
0.134 0.179 0.145
0.132 0.048 -0.037
-0.040 -0.015 -0.032
0.096 0.079 0.308
-0.055 -0.129 -0.025
0.011 -0.141 0.032

=====

C6H12N2 | ωB97M-V/def2-TZVPD

Values from the calculation:
E_LUMO = 0.88 eV
SMILES = Cc1c[nH]cn1.CC
Molecular weight = 112.2 g mol⁻¹
Gap between HOMO and LUMO = 9.09 eV
Energy = -9394.86568 eV
HOMO = -8.2102 eV

Last column: natural (NBO) charge in e.
Geometry (Å):
N: -2.4951 -0.2627 -0.9177  -0.451
N: -1.8883 1.6499 0.0505  -0.525
C: -0.7792 -0.4439 -2.5602  -0.642
C: -1.5639 0.3528 -1.6822  0.076
C: 2.2257 -1.4786 1.9106  -0.627
C: -2.7184 0.4545 0.1899  0.123
C: -1.2431 1.6315 -1.1713  -0.098
C: 2.3214 -0.0272 1.7837  -0.601
H: 2.8514 0.5112 2.4751  0.204
H: 1.2613 0.3751 1.7103  0.201
H: -1.1348 -1.4343 -2.9418  0.235
H: 2.6478 -2.0644 1.1046  0.207
H: 0.2048 -0.7856 -2.0427  0.214
H: -1.7228 2.2619 0.7859  0.405
H: -3.4958 0.1451 0.9539  0.225
H: -0.6272 0.0344 -3.4793  0.218
H: 2.7671 0.2422 0.7304  0.196
H: -0.7021 2.4137 -1.6100  0.219
H: 1.2289 -1.8961 1.9338  0.213
H: 2.8623 -1.6793 2.7766  0.207

Atomic forces in eV per Å
-0.653 0.092 2.236
-2.526 -2.502 -0.452
2.394 -3.258 -1.130
-0.794 1.889 1.980
1.144 -1.937 0.748
1.667 1.070 -2.392
-1.641 -3.550 0.836
-2.613 1.764 -5.483
1.261 0.990 1.923
1.279 0.041 0.263
-0.717 0.805 0.938
0.531 0.234 -0.415
-1.302 1.014 -0.998
0.134 1.459 1.108
1.489 1.045 -0.798
1.108 1.057 -1.312
-0.674 -0.222 1.907
0.865 0.872 0.004
-0.327 0.165 0.817
-0.626 -1.029 0.221